The following is a quantum chemistry calculation of a molecular structure, C54H43N4O5P2Sr, from OMol25.

Charge   -1
Orbital gap   6.879 eV
LUMO   0.08692 hartree
Electronic energy   -3392.40150 Ha
Multiplicity   1
HOMO level   -4.51 eV

Last column: Löwdin charge in e.
Geometry (Å):
1 Sr -0.42360 0.19710 0.52269  1.377
2 O -2.64853 0.43385 1.38556  -0.254
3 C -3.13495 1.26176 2.22430  -0.409
4 C -4.01414 0.81290 3.25347  -0.030
5 C -4.53577 1.65128 4.20400  -0.120
6 C -4.21876 3.01408 4.20152  -0.136
7 C -3.38616 3.48632 3.21027  -0.079
8 C -2.85165 2.66570 2.20889  -0.090
9 C -2.02438 3.28360 1.16857  -0.270
10 N -1.18867 2.73325 0.30240  0.020
11 C -0.65335 3.75624 -0.44019  -0.145
12 C -1.16639 4.94561 -0.03914  -0.105
13 N -2.03198 4.63566 0.98214  0.087
14 H -4.24158 -0.24608 3.25523  0.104
15 H -5.18842 1.24929 4.97133  0.091
16 H -4.60033 3.68094 4.96310  0.082
17 H -3.11918 4.53797 3.24435  0.092
18 H 0.06564 3.56920 -1.21894  0.099
19 H -1.00352 5.95288 -0.37569  0.097
20 H -2.62110 5.27915 1.47500  0.132
21 C 5.20077 1.74284 -1.93400  -0.105
22 C 4.65856 1.19455 -0.78155  -0.080
23 C 3.37156 0.67693 -0.79596  -0.027
24 C 2.62709 0.69681 -1.96710  -0.259
25 C 3.16594 1.24921 -3.12556  -0.038
26 C 4.44673 1.77126 -3.10331  -0.099
27 N 1.32640 0.11104 -1.90091  0.019
28 N 0.84058 -0.10431 -3.02219  0.065
29 C -0.43968 -0.73036 -3.05467  -0.340
30 C -0.78314 -1.16713 -4.33476  -0.072
31 C -1.97222 -1.84595 -4.52388  -0.127
32 C -2.79862 -2.04940 -3.42314  -0.123
33 C -2.43907 -1.56113 -2.16864  -0.172
34 C -1.24373 -0.87058 -1.91274  -0.159
35 H 6.20290 2.15216 -1.92406  0.093
36 H 5.23303 1.17156 0.13568  0.100
37 H 2.93155 0.27258 0.10595  0.088
38 H 2.56866 1.25729 -4.02776  0.099
39 H 4.86371 2.20540 -4.00359  0.094
40 H -0.09725 -0.98077 -5.15298  0.097
41 H -2.25220 -2.21284 -5.50423  0.087
42 H -3.73908 -2.57774 -3.54736  0.086
43 H -3.14840 -1.71342 -1.35881  0.074
44 C -0.10158 -4.16096 0.73415  -0.515
45 P 1.03496 -2.89857 -0.01552  1.036
46 C 2.65245 -3.32412 0.74524  -0.384
47 C 3.65550 -4.09340 0.15994  -0.117
48 C 4.83096 -4.35462 0.84677  -0.088
49 C 5.01918 -3.85705 2.12942  -0.091
50 C 4.02454 -3.09613 2.72379  -0.067
51 C 2.85072 -2.83124 2.03322  -0.090
52 C 1.26515 -3.40324 -1.75269  -0.377
53 C 2.40169 -2.93847 -2.41743  -0.133
54 C 2.60714 -3.22561 -3.75577  -0.081
55 C 1.67187 -3.97351 -4.45864  -0.093
56 C 0.52333 -4.40802 -3.81744  -0.090
57 C 0.31891 -4.11833 -2.47726  -0.098
58 P 0.55810 -5.81953 1.19908  1.046
59 C 0.54232 -6.66956 -0.43407  -0.393
60 C -0.63674 -7.01636 -1.09479  -0.106
61 C -0.59798 -7.61360 -2.34271  -0.088
62 C 0.62413 -7.87038 -2.95325  -0.098
63 C 1.80124 -7.54309 -2.30193  -0.084
64 C 1.75791 -6.95536 -1.04398  -0.107
65 C -0.94188 -6.58909 1.93292  -0.400
66 C -2.03720 -5.87211 2.40336  -0.092
67 C -3.10266 -6.52200 3.01609  -0.088
68 C -3.08955 -7.89784 3.16843  -0.103
69 C -1.99828 -8.62515 2.70780  -0.096
70 C -0.93668 -7.97583 2.10353  -0.119
71 H -0.99648 -4.22433 0.10743  0.052
72 H -0.42003 -3.67093 1.66023  0.036
73 H 3.51918 -4.48707 -0.83905  0.086
74 H 5.60485 -4.94981 0.37743  0.098
75 H 5.94079 -4.05994 2.66073  0.096
76 H 4.15854 -2.69277 3.72019  0.093
77 H 2.07302 -2.23435 2.49418  0.075
78 H 3.13312 -2.34104 -1.88488  0.102
79 H 3.49263 -2.84901 -4.25225  0.101
80 H 1.82648 -4.19315 -5.50752  0.096
81 H -0.22894 -4.96427 -4.36107  0.105
82 H -0.59489 -4.44939 -2.00449  0.092
83 H -1.59285 -6.81326 -0.62632  0.111
84 H -1.52094 -7.87102 -2.84645  0.102
85 H 0.65493 -8.32487 -3.93518  0.099
86 H 2.75617 -7.74223 -2.77101  0.101
87 H 2.67700 -6.70572 -0.53068  0.086
88 H -2.08066 -4.79731 2.29091  0.092
89 H -3.94609 -5.94278 3.36892  0.102
90 H -3.92110 -8.40266 3.64274  0.096
91 H -1.97480 -9.70157 2.82139  0.097
92 H -0.09111 -8.55324 1.74719  0.103
93 O 0.49654 -0.58065 2.80169  -0.147
94 C 1.44851 0.23733 2.75554  -0.687
95 O 1.58900 1.10795 1.86497  -0.133
96 C 2.52670 0.13294 3.80480  -0.137
97 C 2.36447 -0.71845 4.88741  -0.030
98 C 3.36873 -0.87757 5.84731  0.005
99 C 4.52239 -0.15970 5.65269  -0.223
100 O 5.64553 -0.12333 6.44393  0.020
101 C 6.59723 0.64213 5.71068  -0.153
102 O 5.91885 1.29931 4.65159  0.024
103 C 4.68394 0.69182 4.57465  -0.199
104 C 3.70587 0.87054 3.63476  0.081
105 H 1.43595 -1.26704 4.96241  0.119
106 H 3.25068 -1.53438 6.69715  0.116
107 H 7.36047 -0.02894 5.29844  0.134
108 H 7.04505 1.38609 6.37064  0.133
109 H 3.80434 1.53611 2.78934  0.128